# 1
Computed, not measured: an isolated molecule of C5H8O3S in a non-equilibrium geometry, with ωB97M-V/def2-TZVPD.

```
17
C5H8O3S | the Open Molecules 2025 dataset | ωB97M-V/def2-TZVPD
C 1.650 -0.737 -0.932
C 0.454 -0.556 -0.123
O -0.264 -1.472 0.229
C 0.119 0.861 0.347
C -1.217 0.753 1.085
S -2.362 0.068 -0.266
O -2.756 1.188 -1.080
C -2.949 -1.528 -0.336
O -3.440 -0.561 0.732
H 1.880 0.172 -1.327
H 1.573 -1.618 -1.608
H 2.327 -0.896 -0.055
H -0.104 1.524 -0.457
H 0.822 1.377 1.024
H -1.378 0.153 2.022
H -1.664 1.609 1.412
H -2.406 -2.198 0.291
```

Values from the calculation:
**Gap between HOMO and LUMO (alpha / beta)**: 8.12 / 8.12 eV
**Maximum force**: 3.2 eV Å⁻¹
**E_tot**: -22286.1949 eV
**E_HOMO (alpha / beta)**: -8.1484 / -8.1495 eV
**SMILES string**: CC(=O)CC[S@@]1(=O)=CO1
**Multiplicity**: 1

---

# 2
Computed, not measured: a structure of composition C26H30ClO4PZn in a non-equilibrium geometry, with ωB97M-V/def2-TZVPD.

```
63
C26H30ClO4PZn | the Open Molecules 2025 dataset | ωB97M-V/def2-TZVPD
Zn -1.111 0.209 -0.199
C -1.151 1.867 -2.596
C -1.801 0.620 -3.143
O -1.485 -0.488 -2.175
C -2.025 -1.799 -2.517
C -2.117 -2.629 -1.255
O -2.567 -1.828 -0.114
C -3.969 -1.548 -0.007
C -4.134 -0.235 0.728
O -3.260 0.761 0.177
C -3.793 1.771 -0.718
C -2.710 2.779 -0.885
O -1.428 2.057 -1.169
H -1.552 2.752 -3.121
H -0.072 1.866 -2.740
H -1.314 0.424 -4.102
H -2.917 0.793 -3.251
H -1.376 -2.298 -3.243
H -3.027 -1.722 -2.996
H -1.080 -2.969 -0.943
H -2.814 -3.508 -1.431
H -4.429 -2.387 0.556
H -4.320 -1.401 -1.046
H -3.832 -0.402 1.751
H -5.180 0.101 0.734
H -4.722 2.250 -0.277
H -4.130 1.315 -1.684
H -2.534 3.326 0.046
H -2.838 3.581 -1.671
Cl -1.351 0.951 2.710
C 0.103 0.275 3.286
C 0.216 0.148 4.693
C 1.449 -0.207 5.249
C 2.536 -0.331 4.401
C 2.394 -0.365 3.034
C 1.128 -0.121 2.431
P 1.096 -0.100 0.629
C 1.836 -1.564 0.080
C 2.360 -2.576 0.930
C 3.171 -3.563 0.376
C 3.254 -3.762 -1.003
C 2.628 -2.851 -1.887
C 1.884 -1.791 -1.330
C 2.084 1.355 0.188
C 2.839 1.348 -0.988
C 3.710 2.444 -1.241
C 3.812 3.511 -0.374
C 3.006 3.542 0.749
C 2.060 2.531 1.007
H -0.667 0.306 5.320
H 1.578 -0.366 6.332
H 3.540 -0.455 4.835
H 3.293 -0.414 2.422
H 2.322 -2.556 2.020
H 3.708 -4.174 1.062
H 3.820 -4.570 -1.479
H 2.624 -2.979 -3.007
H 1.266 -1.155 -1.959
H 2.821 0.536 -1.671
H 4.325 2.405 -2.132
H 4.402 4.367 -0.687
H 3.103 4.376 1.455
H 1.338 2.549 1.838
```

Values from the calculation:
**Gap between HOMO and LUMO**: 9.18 eV
**Maximum force**: 3.0 eV Å⁻¹
**E_tot**: -105852.8334 eV
**E_HOMO**: -14.2657 eV
**Total charge**: +2
**Multiplicity**: 1

---

# 3
Computed, not measured: a structure of composition C28H44BCrN11O2S3 in a non-equilibrium geometry, with ωB97M-V/def2-TZVPD.

```
90
C28H44BCrN11O2S3 | the Open Molecules 2025 dataset | ωB97M-V/def2-TZVPD
Cr -1.701 -2.794 0.721
C -0.102 -2.310 -4.233
C -0.386 -1.230 -3.240
C -0.750 0.055 -3.606
C -1.073 1.011 -2.629
N -0.988 0.711 -1.335
N -0.638 -0.496 -0.989
B -0.521 -0.944 0.501
N 1.004 -1.212 0.756
N 1.887 -0.395 0.190
C 3.167 -0.628 0.371
C 3.601 -1.735 1.146
C 2.695 -2.568 1.749
C 3.068 -3.745 2.585
C 1.338 -2.264 1.507
S 0.033 -3.204 2.126
C 4.180 0.309 -0.250
C 3.497 1.472 -0.968
C 5.041 -0.476 -1.254
C 5.074 0.852 0.883
N -1.041 0.082 1.538
N -0.367 1.231 1.516
C -0.624 2.162 2.403
C -1.580 1.923 3.419
C -2.269 0.742 3.470
C -3.255 0.427 4.545
C -1.994 -0.195 2.443
S -2.906 -1.650 2.358
C 0.185 3.445 2.394
C -0.716 4.641 2.727
C 0.855 3.685 1.038
C 1.269 3.288 3.477
C -0.362 -1.460 -1.870
S -0.097 -3.083 -1.119
C -1.467 2.424 -3.000
C -2.116 2.474 -4.389
C -2.448 3.007 -1.974
C -0.151 3.231 -3.019
H 0.248 -1.894 -5.174
H 0.627 -3.028 -3.860
H -1.025 -2.859 -4.435
H -0.817 0.313 -4.654
H 4.661 -1.922 1.254
H 4.145 -3.815 2.712
H 2.602 -3.678 3.570
H 2.711 -4.669 2.124
H 2.852 1.116 -1.773
H 2.899 2.059 -0.272
H 4.256 2.124 -1.397
H 4.441 -0.837 -2.092
H 5.813 0.185 -1.648
H 5.542 -1.328 -0.791
H 4.479 1.228 1.717
H 5.761 0.091 1.256
H 5.678 1.674 0.503
H -1.750 2.669 4.184
H -3.141 1.110 5.383
H -4.277 0.522 4.169
H -3.138 -0.598 4.898
H -1.600 4.669 2.087
H -1.035 4.647 3.770
H -0.156 5.562 2.563
H 0.124 4.034 0.310
H 1.620 4.454 1.140
H 1.314 2.771 0.668
H 0.832 3.070 4.454
H 1.965 2.487 3.217
H 1.832 4.217 3.564
H -2.932 1.754 -4.475
H -2.532 3.469 -4.543
H -1.394 2.303 -5.189
H -3.445 2.583 -2.117
H -2.131 2.800 -0.955
H -2.522 4.084 -2.115
H 0.555 2.812 -3.740
H -0.366 4.256 -3.319
H 0.319 3.240 -2.035
N -2.422 -5.512 0.821
N -3.320 -5.601 -0.255
C -3.739 -4.474 -0.817
N -4.515 -4.430 -1.871
N -3.327 -3.350 -0.162
N -2.892 -2.220 -0.590
O -1.117 -4.021 -1.680
O -3.180 -1.605 -1.570
H -1.682 -6.196 0.692
H -2.910 -5.737 1.686
H -3.590 -6.505 -0.619
H -4.845 -5.267 -2.334
H -4.816 -3.542 -2.248
```

Values from the calculation:
**Gap between HOMO and LUMO (alpha / beta)**: 6.70 / 6.26 eV
**Maximum force**: 2.8 eV Å⁻¹
**E_tot**: -111812.5357 eV
**E_HOMO (alpha / beta)**: -16.7587 / -16.6794 eV
**Total charge**: +3
**Multiplicity**: 2

---

# 4
Computed, not measured: an isolated molecule of C7H7NO2 in a non-equilibrium geometry, with ωB97M-V/def2-TZVPD.

```
17
C7H7NO2 | the Open Molecules 2025 dataset | ωB97M-V/def2-TZVPD
C -2.376 -0.226 0.251
C -1.711 -1.339 -0.361
C -1.706 0.871 0.645
C -0.381 -1.342 -0.566
C 2.117 -0.293 0.192
C -0.296 1.033 0.320
C 0.387 -0.134 -0.334
N 2.767 0.775 -0.258
O 2.485 -1.225 0.841
O 0.120 1.038 -1.029
H -3.424 -0.334 0.491
H -2.294 -2.227 -0.557
H -2.166 1.631 1.256
H 0.155 -2.227 -0.870
H 0.283 1.696 0.957
H 2.282 1.422 -0.863
H 3.759 0.881 -0.116
```

Values from the calculation:
**Gap between HOMO and LUMO (alpha / beta)**: 6.71 / 6.84 eV
**Maximum force**: 6.9 eV Å⁻¹
**E_tot**: -12952.4518 eV
**E_HOMO (alpha / beta)**: -5.8568 / -9.3661 eV
**Multiplicity**: 3